w) A structure of composition C6H12N3, computed with ωB97M-V/def2-TZVPD.

Computed properties:
Total charge = +1

Element x y z (Å)
C -0.1021 0.4465 -0.1130
C 1.3485 0.4664 0.0134
C -1.0965 1.2964 -0.2067
C 1.0628 -1.6457 -0.6335
C 2.0540 1.7180 0.4484
C -2.4091 0.9947 -0.7432
N 1.9463 -0.6197 -0.2461
N -0.3545 -1.3350 -0.5114
N -0.6019 -1.7173 0.8896
H -0.7750 2.2793 0.1868
H 1.2653 -1.9657 -1.7042
H 1.1356 -2.5454 -0.0005
H 3.0013 1.6871 -0.1104
H 2.3748 1.5959 1.4848
H 1.4127 2.5141 0.2192
H -2.6707 1.6517 -1.5694
H -3.2589 0.9828 0.0283
H -2.3278 -0.0636 -1.0884
H -0.3953 -2.7954 1.0404
H -1.5791 -1.6900 0.9941
H -0.0303 -1.2552 1.6218


x) The ion C6H12N3 with charge +1, computed with ωB97M-V/def2-TZVPD.

Computed properties:
Total charge = +1
Structure (SMILES) = N/[NH+]=C\C=C(/N)C1CC1

Element x y z (Å)
N 2.6485 -0.8101 0.3073
N 2.5391 0.7076 0.3872
C 1.4815 1.2956 -0.2738
C 0.3106 0.7040 -0.6322
C -0.2389 -0.5642 -0.3702
N 0.3499 -1.7852 -0.5122
C -1.6668 -0.5416 -0.0665
C -2.1595 0.5979 0.8785
C -2.6879 0.4485 -0.5206
H 3.5233 -0.9136 -0.1491
H 2.8170 -1.1769 1.2935
H 3.3712 1.2526 0.5587
H 1.5174 2.3744 -0.5467
H -0.3467 1.4794 -1.0362
H -0.1964 -2.5699 -0.1399
H 1.3641 -1.8873 -0.5113
H -2.0314 -1.5709 0.2219
H -1.6410 1.5295 1.1365
H -2.7142 0.1371 1.7247
H -3.6611 -0.1381 -0.6243
H -2.5787 1.4312 -1.1256


Which one is most stable, and which one is least stable? x) is the most stable of them, while w) is the least stable.


w) A structure of composition C9H12N16ReS, computed with ωB97M-V/def2-TZVPD.

Computed properties:
2S+1 = 2
Total charge = +2
Expectation value of S² = 0.758

Element x y z (Å)
Re -0.2895 -0.1401 -0.0247
N -3.7286 -0.2978 0.3273
C -3.0125 -1.4451 0.2637
N -3.4509 -2.6571 0.3205
N -2.3219 -3.4501 0.1602
N -1.2690 -2.7740 0.0287
N -1.6474 -1.4284 0.0919
C -3.1467 0.9258 0.1259
N -3.7652 2.0673 0.0228
N -2.7783 2.9691 -0.2419
N -1.6245 2.4097 -0.2824
N -1.8225 1.0742 -0.0519
H -4.7330 -0.3518 0.4393
C 5.0985 -0.0704 0.7861
C 3.9059 0.0635 1.6554
N 3.9129 0.1977 2.9459
N 2.5925 0.2910 3.3138
C 1.7751 0.2159 2.2907
S 0.0472 0.3836 2.2014
N 2.5788 0.0663 1.2258
N 2.0023 -0.0343 -0.0539
H 5.9765 -0.0275 1.4267
H 5.1554 0.7460 0.0644
H 5.1017 -1.0246 0.2568
H 2.3508 0.4153 4.2898
H 2.3076 0.7637 -0.6189
H 2.3588 -0.8789 -0.5105
N -0.4532 2.3076 -4.9182
C -0.2166 1.2145 -4.1831
C -0.3375 1.2450 -2.7743
N -0.0942 0.1259 -2.0922
C 0.2635 -1.0141 -2.7374
C 0.3602 -0.9883 -4.1151
N 0.1384 0.0999 -4.8388
H -0.7494 3.1800 -4.5158
H -0.3887 2.2358 -5.9217
H -0.6175 2.1250 -2.2116
H 0.3807 -1.9193 -2.1520
H 0.6241 -1.8945 -4.6472


x) A structure of composition C9H12N16ReS, computed with ωB97M-V/def2-TZVPD.

Computed properties:
2S+1 = 2
Total charge = +2
Expectation value of S² = 0.760

Element x y z (Å)
Re -1.3731 0.0816 -0.3060
N -3.6569 -0.7552 2.1542
C -4.0181 0.1321 1.1898
N -5.1470 0.7535 1.0955
N -4.9953 1.6222 0.0449
N -3.8429 1.5613 -0.4634
N -3.1361 0.5836 0.2304
C -2.3930 -1.2423 2.2564
N -1.9428 -2.0322 3.1860
N -0.6486 -2.2683 2.8544
N -0.3109 -1.6823 1.7804
N -1.4240 -0.9992 1.3234
H -4.3318 -0.9955 2.8715
C 3.9442 2.9194 0.8501
C 2.7478 3.0040 -0.0183
N 2.6169 3.7220 -1.0937
N 1.3522 3.4786 -1.5316
C 0.7032 2.6237 -0.7688
S -1.0007 2.2340 -0.8932
N 1.5709 2.2955 0.2007
N 1.2301 1.4277 1.2423
H 4.6839 3.6285 0.4871
H 4.3823 1.9202 0.8231
H 3.6968 3.1683 1.8828
H 1.0036 3.9691 -2.3461
H 1.0459 1.9664 2.0868
H 2.0156 0.8111 1.4278
N 2.4754 -3.2601 -0.8468
C 1.3308 -2.8429 -1.4100
C 0.6586 -1.6825 -1.0019
N -0.5325 -1.3854 -1.5182
C -1.0723 -2.1366 -2.4891
C -0.3310 -3.2180 -2.9495
N 0.8249 -3.5653 -2.4198
H 2.7505 -2.9415 0.0661
H 2.8549 -4.1399 -1.1630
H 1.0225 -1.0555 -0.1965
H -2.0438 -1.8714 -2.8784
H -0.7102 -3.8288 -3.7593


Which one is most stable, and which one is least stable? w) is the most stable of them, while x) is the least stable.


w) An isolated molecule of C4H9N, computed with ωB97M-V/def2-TZVPD.

Computed properties:
Structure (SMILES) = C=CCCN

Element x y z (Å)
C 0.3596 -1.7820 1.5535
C -0.3848 -0.7954 1.0995
C -0.5756 -0.2740 -0.3041
C -0.1005 1.1778 -0.5217
N 0.5320 1.5264 -1.7913
H 0.9842 -2.3632 0.8818
H 0.3124 -2.0307 2.6150
H -1.0431 -0.2847 1.8053
H -0.0388 -0.9248 -1.0066
H -1.6585 -0.3946 -0.4193
H 0.4610 1.4757 0.3832
H -1.0290 1.8025 -0.4721
H 1.2853 2.1564 -1.5565
H 0.8960 0.7108 -2.2667


x) An isolated molecule of C4H9N, computed with ωB97M-V/def2-TZVPD.

Computed properties:
Structure (SMILES) = CC1(N)CC1

Element x y z (Å)
C 1.4117 -0.7450 -0.0673
C 0.1264 0.1430 -0.0102
N 0.4300 1.5609 -0.0894
C -1.0625 -0.3528 0.7181
C -1.0805 -0.2634 -0.7850
H 1.9581 -0.4534 -0.9682
H 2.0910 -0.5001 0.7536
H 1.1503 -1.7969 -0.0635
H 0.7275 1.8778 0.8398
H -0.4008 2.0758 -0.3201
H -0.9887 -1.2907 1.2988
H -1.6698 0.3695 1.2844
H -1.6433 0.5693 -1.2020
H -1.0495 -1.1941 -1.3890


y) An isolated molecule of C4H9N, computed with ωB97M-V/def2-TZVPD.

Computed properties:
Structure (SMILES) = C/C=C/NC

Element x y z (Å)
C -2.0515 -0.0033 1.3867
C -0.8223 -0.6983 0.8092
C -0.0106 -0.0126 -0.0025
N 1.1273 -0.4367 -0.6260
C 1.8892 0.4471 -1.4970
H -2.0367 0.1705 2.4710
H -2.1360 0.9548 0.8824
H -2.9223 -0.6458 1.2770
H -0.6422 -1.7274 1.0899
H -0.2501 1.0146 -0.2568
H 1.6241 -1.2889 -0.4288
H 2.9574 0.3885 -1.2881
H 1.5791 0.3319 -2.5291
H 1.6946 1.5056 -1.2877


z) An isolated molecule of C4H9N, computed with ωB97M-V/def2-TZVPD.

Computed properties:
Structure (SMILES) = C[C@H]1CN1C

Element x y z (Å)
C -1.7400 0.4711 -0.5110
C -0.6003 0.4560 0.4375
C -0.0154 -0.8775 0.9280
N 0.5428 -0.0748 -0.0530
C 1.8352 0.0707 -0.4618
H -2.6497 0.4866 0.0754
H -1.6986 1.3438 -1.1681
H -1.7243 -0.4346 -1.1214
H -0.4676 1.3389 1.0502
H -0.2441 -1.8458 0.3654
H 0.4246 -0.9723 1.9408
H 2.4737 0.2527 0.4029
H 1.9727 -1.1131 -0.6668
H 1.8911 0.8983 -1.2181


Which one is most stable, and which one is least stable? x) is the most stable of them, while z) is the least stable.


w) An isolated molecule of C4H9N, computed with ωB97M-V/def2-TZVPD.

Computed properties:
Structure (SMILES) = CCN1CC1

Element x y z (Å)
C -1.2957 -0.2868 1.3464
C -0.9011 0.2102 -0.0407
N 0.2264 -0.5430 -0.5563
C 1.0943 0.1065 -1.5138
C 1.5567 -0.0486 -0.1311
H -1.5364 -1.3544 1.3201
H -0.4786 -0.1412 2.0624
H -2.1721 0.2548 1.7196
H -0.6691 1.2892 0.0014
H -1.7379 0.0823 -0.7358
H 0.8228 1.1174 -1.8103
H 1.4830 -0.5162 -2.3137
H 2.0123 -0.9978 0.1373
H 1.5954 0.8276 0.5144


x) An isolated molecule of C4H9N, computed with ωB97M-V/def2-TZVPD.

Computed properties:
Structure (SMILES) = CNC1CC1

Element x y z (Å)
C 1.9668 0.1610 -0.0132
N 0.8400 -0.7306 -0.0007
C -0.3813 -0.2137 0.5456
C -1.6516 -0.6081 -0.1004
C -1.2142 0.8158 -0.1327
H 2.2003 0.4243 1.0170
H 2.8644 -0.3214 -0.3928
H 1.7929 1.1210 -0.5311
H 0.6351 -1.0917 -0.9329
H -0.3710 -0.1539 1.6526
H -2.4892 -0.9487 0.5256
H -1.5872 -1.1968 -1.0261
H -0.8775 1.2208 -1.0992
H -1.7276 1.5218 0.4883


y) A structure of composition C4H9N, computed with ωB97M-V/def2-TZVPD.

Element x y z (Å)
C 0.4207 0.8252 -1.8806
C -0.0749 1.3246 -0.5306
C 0.3318 -0.0309 -0.1833
C 0.2631 -0.8622 0.9825
N -0.9990 -0.9587 1.8117
H 0.8056 -0.3757 -1.2293
H -0.2829 0.3806 -2.5760
H 1.4806 0.9769 -2.0901
H -1.1228 1.6418 -0.5241
H 0.5213 2.1862 -0.1635
H 0.4812 -1.9036 0.6766
H 0.9679 -0.6273 1.8090
H -0.9677 -1.5048 2.6545
H -1.8251 -1.0718 1.2431


Which one is most stable, and which one is least stable? x) is the most stable of them, while y) is the least stable.